Entry 1:
Here is a single C23H27ClFN3O4S molecule from the OMol25 dataset. Energies are from ωB97M-V/def2-TZVPD.

```
60
C23H27ClFN3O4S (ωB97M-V/def2-TZVPD)
O 3.731 2.111 -0.460
C 2.637 1.595 -0.570
C 1.977 1.319 -1.912
C 1.189 2.550 -2.381
N 0.126 2.906 -1.467
C -1.126 2.424 -1.602
O -1.486 1.782 -2.567
C -2.102 2.873 -0.500
C -3.461 2.208 -0.740
C -3.377 0.708 -0.466
N -2.728 0.410 0.805
S -1.433 -0.628 0.671
O -0.896 -0.814 1.989
O -0.481 -0.234 -0.341
C -2.254 -2.118 0.131
C -2.051 -2.596 -1.150
C -2.712 -3.742 -1.560
C -3.558 -4.373 -0.662
F -4.204 -5.483 -1.053
C -3.762 -3.902 0.626
C -3.097 -2.755 1.022
C -2.477 1.562 1.646
C -1.598 2.596 0.934
N 1.841 1.300 0.485
C 2.348 1.285 1.838
C 2.423 -0.151 2.383
C 3.240 -0.997 1.451
C 2.621 -1.734 0.449
C 3.367 -2.456 -0.465
C 4.749 -2.438 -0.375
Cl 5.689 -3.338 -1.515
C 5.387 -1.711 0.616
C 4.628 -0.993 1.520
H 1.297 0.472 -1.829
H 2.756 1.101 -2.642
H 1.861 3.406 -2.480
H 0.721 2.336 -3.344
H 0.401 3.355 -0.608
H -2.219 3.955 -0.640
H -3.746 2.348 -1.783
H -4.220 2.671 -0.108
H -4.380 0.266 -0.453
H -2.799 0.239 -1.265
H -1.380 -2.068 -1.809
H -2.581 -4.146 -2.551
H -4.427 -4.430 1.290
H -3.213 -2.349 2.013
H -3.440 1.986 1.937
H -1.975 1.188 2.540
H -0.582 2.202 0.907
H -1.590 3.515 1.524
H 1.026 0.725 0.303
H 1.699 1.889 2.482
H 3.343 1.737 1.804
H 2.872 -0.125 3.377
H 1.409 -0.549 2.462
H 1.543 -1.741 0.381
H 2.884 -3.024 -1.244
H 6.464 -1.703 0.672
H 5.123 -0.418 2.288
```

Output
Structure (SMILES): O=C(CCNC(=O)C1CCN(S(=O)(=O)c2ccc(F)cc2)CC1)NCCc1ccc(Cl)cc1
Net charge: 0
Energy relative to the best compared isomer or geometry (same formula, charge and spin): 41.0 kJ/mol



Entry 2:
Here is a molecular structure, C23H27CoI2N3O4S3 from the OMol25 dataset. Energies are from ωB97M-V/def2-TZVPD.

```
63
C23H27CoI2N3O4S3 (ωB97M-V/def2-TZVPD)
Co -0.220 0.545 0.082
C 1.770 0.018 -2.747
C 0.517 -0.852 -2.822
S -0.172 -1.510 -1.287
C 1.185 -2.558 -0.675
C 1.583 -2.290 0.770
S 2.111 -0.606 1.156
C 3.480 -0.322 0.015
C 3.319 1.042 -0.648
S 1.753 1.348 -1.505
H 1.884 0.497 -3.719
H 2.657 -0.586 -2.563
H 0.710 -1.693 -3.491
H -0.297 -0.269 -3.245
H 2.027 -2.432 -1.356
H 0.861 -3.596 -0.758
H 2.364 -2.993 1.065
H 0.731 -2.428 1.438
H 3.515 -1.120 -0.725
H 4.426 -0.347 0.557
H 4.138 1.227 -1.345
H 3.354 1.830 0.108
I -1.279 -2.081 4.437
C -0.901 -0.059 4.125
C -0.926 0.833 5.207
C -0.662 2.165 5.037
I -0.726 3.421 6.707
C -0.346 2.667 3.751
C -0.048 4.016 3.451
C 0.251 4.390 2.171
C 0.264 3.414 1.163
N -0.006 2.155 1.408
C -0.321 1.758 2.670
C -0.623 0.351 2.828
O -0.593 -0.441 1.811
H -1.157 0.451 6.193
H -0.062 4.750 4.246
H 0.474 5.418 1.925
H 0.499 3.669 0.135
C -3.447 0.773 -4.472
C -2.973 2.213 -4.630
C -2.541 2.863 -3.302
C -2.080 4.311 -3.557
C -1.586 5.021 -2.303
C -3.755 2.915 -2.394
O -4.771 3.500 -2.695
N -3.643 2.268 -1.187
C -2.516 1.601 -0.745
O -2.503 1.100 0.378
N -1.412 1.495 -1.520
C -1.352 2.073 -2.745
O -0.351 1.978 -3.448
H -3.716 0.347 -5.438
H -4.327 0.711 -3.828
H -2.667 0.141 -4.038
H -3.771 2.827 -5.050
H -2.116 2.259 -5.302
H -2.924 4.849 -3.992
H -1.283 4.264 -4.300
H -2.364 5.073 -1.537
H -1.282 6.042 -2.532
H -0.721 4.505 -1.878
H -4.431 2.303 -0.555
```

Output
Multiplicity: 4
Net charge: 0



Entry 3:
Here is a molecular structure, C23H27CoN8O2 from the OMol25 dataset. Energies are from ωB97M-V/def2-TZVPD.

```
61
C23H27CoN8O2 (ωB97M-V/def2-TZVPD)
Co -0.814 -0.114 0.243
C -5.082 2.015 2.596
C -4.762 2.663 1.408
C -3.489 2.552 0.869
C -2.511 1.802 1.523
C -2.834 1.165 2.716
C -4.111 1.265 3.245
N -1.234 1.590 0.955
C -0.545 2.604 0.400
C -0.745 3.990 0.648
C 0.083 4.909 0.070
C 1.154 4.537 -0.780
C 1.382 3.217 -1.027
C 0.526 2.253 -0.454
N 0.700 0.893 -0.575
N 1.638 0.470 -1.297
C 2.046 -0.846 -1.026
C 2.627 -1.577 -2.062
C 3.158 -2.817 -1.769
C 3.116 -3.274 -0.456
C 2.529 -2.465 0.503
N 1.991 -1.274 0.234
H -6.073 2.109 3.019
H -5.508 3.264 0.901
H -3.249 3.041 -0.068
H -2.070 0.589 3.225
H -4.347 0.762 4.174
H -1.535 4.303 1.316
H -0.073 5.960 0.282
H 1.794 5.297 -1.204
H 2.207 2.887 -1.641
H 2.657 -1.157 -3.058
H 3.618 -3.413 -2.546
H 3.553 -4.221 -0.174
H 2.498 -2.776 1.542
N -0.737 -2.030 -0.547
C -2.023 -2.718 -0.293
C -2.564 -3.547 -1.463
C -2.670 -2.826 -2.814
C -3.532 -1.562 -2.898
N -4.923 -1.792 -2.505
C -5.658 -1.064 -1.667
N -6.874 -1.516 -1.327
N -5.285 0.148 -1.256
C -3.072 -1.692 0.133
O -4.182 -2.070 0.461
O -2.695 -0.458 0.025
H -0.582 -1.885 -1.541
H 0.047 -2.589 -0.227
H -1.874 -3.378 0.563
H -3.544 -3.909 -1.150
H -1.936 -4.430 -1.605
H -3.032 -3.547 -3.553
H -1.679 -2.542 -3.180
H -3.518 -1.201 -3.928
H -3.113 -0.775 -2.277
H -5.339 -2.651 -2.828
H -7.069 -2.500 -1.410
H -7.371 -1.041 -0.592
H -4.299 0.372 -1.278
H -5.705 0.478 -0.397
```

Output
Multiplicity: 2
Net charge: +1
Energy relative to the best compared isomer or geometry (same formula, charge and spin): 0.0 kJ/mol



Entry 4:
Here is 9 unconnected molecules or ions with the total composition C23H27F7N2O25 from the OMol25 dataset. Energies are from ωB97M-V/def2-TZVPD.

```
84
C23H27F7N2O25 (ωB97M-V/def2-TZVPD)
O 1.587 -9.368 -2.914
C 2.148 -8.343 -2.550
O 3.160 -7.723 -3.121
C 3.657 -6.637 -2.390
C 2.489 -6.389 -1.435
F 1.811 -5.424 -1.973
O 1.741 -7.604 -1.493
H 4.541 -7.089 -1.941
H 3.836 -5.778 -3.038
H 2.647 -6.171 -0.378
O -1.204 1.085 8.337
C -1.798 0.085 8.006
O -2.530 -0.079 6.876
C -3.266 -1.254 7.033
C -2.527 -2.065 8.141
F -1.856 -3.034 7.556
O -1.668 -1.100 8.694
H -4.268 -1.028 7.397
H -3.263 -1.937 6.183
H -3.263 -2.439 8.852
O 1.854 -2.903 4.070
C 2.735 -2.613 4.841
O 3.012 -3.313 5.987
C 4.154 -2.870 6.569
C 4.175 -1.485 6.159
F 5.477 -1.140 6.041
O 3.473 -1.475 4.917
H 4.180 -3.033 7.647
H 5.057 -3.339 6.178
H 3.728 -0.753 6.832
O -5.556 5.623 1.405
C -6.407 4.889 0.852
O -7.733 5.283 0.600
C -8.500 4.200 0.156
C -7.397 3.212 -0.370
F -7.084 3.494 -1.652
O -6.290 3.595 0.459
H -9.055 3.674 0.933
H -9.266 4.557 -0.532
H -7.655 2.156 -0.289
O 0.180 2.364 -9.767
C -0.817 2.784 -9.269
O -1.572 3.778 -9.798
C -2.674 3.990 -8.900
C -2.749 2.676 -8.196
F -3.502 1.981 -8.996
O -1.416 2.286 -8.184
H -2.649 4.881 -8.272
H -3.617 4.101 -9.435
H -3.120 2.811 -7.180
O -0.974 3.271 -2.112
C -0.904 2.520 -1.165
O -0.805 1.198 -1.258
C -0.642 0.548 -0.004
C -0.500 1.805 0.881
F 0.791 1.887 1.160
O -0.880 2.964 0.054
H -1.488 -0.115 0.173
H 0.310 0.026 -0.107
H -1.043 1.876 1.823
O 6.288 -1.768 -0.674
C 7.101 -2.189 0.085
O 7.734 -3.437 -0.011
C 8.859 -3.371 0.815
C 8.647 -2.212 1.773
F 9.706 -1.525 1.932
O 7.661 -1.480 1.091
H 9.164 -4.319 1.258
H 9.652 -3.121 0.111
H 8.290 -2.708 2.676
C 1.130 8.347 -0.923
N 2.579 8.664 -0.920
O 3.222 8.452 -1.905
O 3.028 9.023 0.149
H 0.619 9.305 -1.025
H 0.833 7.771 -0.047
H 0.994 7.746 -1.822
C -4.013 -2.542 -4.458
N -5.451 -2.148 -4.371
O -6.066 -2.612 -3.437
O -5.800 -1.282 -5.124
H -3.766 -3.181 -5.306
H -3.742 -2.917 -3.471
H -3.473 -1.596 -4.492
```

Output
Structure (SMILES): O=C1OC[C@@H](F)O1.O=C1OC[C@@H](F)O1.O=C1OC[C@@H](F)O1.O=C1OC[C@@H](F)O1.O=C1OC[C@@H](F)O1.O=C1OC[C@@H](F)O1.O=C1OC[C@@H](F)O1.C[N+](=O)[O-].C[N+](=O)[O-]
Net charge: 0
Energy relative to the best compared isomer or geometry (same formula, charge and spin): 393.2 kJ/mol



Number 1: E_tot -2316.17340 hartree. Number 2: E_tot -4530.75241 hartree. Number 3: E_tot -2863.79715 hartree. Number 4: E_tot -3581.98258 hartree.